DFT (ωB97M-V/def2-TZVPD) results for a gas-phase ion, C2H4NO3P (charge -2) at a distorted geometry.

ΔE to the lowest compared entry with this formula, charge and spin (kJ/mol): 194.6
Net charge: -2
Calculated total energy (a.u.): -700.3882
SMILES string: O=P([O-])([O-])N1CC1
Kohn-Sham gap (eV): 6.62

Geometry as XYZ:
```
11
Properties=species:S:1:pos:R:3:forces:R:3:lowdin_charge:R:1
O -2.355 0.812 -0.016 0.1 0.4 -0.3 -0.4935
P -1.408 -0.081 -0.773 3.1 0.7 -2.3 0.2853
O -0.217 0.754 -1.934 -3.9 -2.1 3.0 -0.6853
O -1.983 -1.404 -1.290 0.7 1.2 0.1 -0.5179
N -0.188 -0.580 0.508 -2.1 -1.4 -1.0 -0.1855
C 0.661 0.375 1.077 -1.0 4.2 1.2 -0.3507
C 1.145 -0.438 0.013 2.7 -1.5 -0.6 -0.3133
H 0.800 0.164 2.114 0.8 -0.2 0.9 0.0517
H 0.534 1.495 0.923 -0.2 -1.3 -0.1 0.1036
H 1.008 0.013 -1.004 1.1 -0.1 0.2 0.0300
H 2.004 -1.110 0.381 -1.3 0.0 -1.0 0.0755
```
Positions in Å, forces in eV/Å.